(1)
Computed, not measured: C19H32N2O2 in the gas phase, with ωB97M-V/def2-TZVPD.

XYZ file:
```
55
Properties=species:S:1:pos:R:3:nbo_charge:R:1
C 0.6161 4.3399 -5.1581 -0.611
C 1.5736 3.8825 -4.0663 -0.397
C 1.5136 2.3643 -3.8729 -0.214
N 0.1797 1.9460 -3.4776 -0.461
C -0.0858 2.0581 -2.0561 -0.216
C 0.5445 0.9374 -1.2173 -0.426
C 0.0745 -0.4225 -1.7411 -0.041
N 0.5621 -1.5000 -0.8914 -0.461
C 1.9490 -1.8567 -1.0838 -0.404
C -0.2966 -2.6672 -0.8395 -0.202
C -1.6211 -2.3833 -0.1088 -0.422
C -1.4004 -1.5167 1.0991 -0.017
C -1.9287 -0.2403 1.1801 -0.225
C -1.6759 0.5451 2.2870 -0.237
C -0.8945 0.0947 3.3457 0.253
O -0.7532 1.0033 4.3561 -0.500
C 0.1223 0.7728 5.4349 -0.238
C -0.3643 -1.2066 3.2782 0.229
O 0.3930 -1.6619 4.3345 -0.512
C 0.9838 -2.9318 4.2425 -0.248
C -0.6307 -1.9802 2.1574 -0.242
C 0.4228 -0.5263 -3.2338 -0.443
C -0.2301 0.6496 -3.9730 -0.203
H 0.9030 3.9174 -6.1187 0.195
H 0.6179 5.4240 -5.2433 0.205
H -0.3896 4.0048 -4.9207 0.220
H 2.5977 4.1620 -4.3238 0.198
H 1.3183 4.3805 -3.1298 0.193
H 2.2853 2.0639 -3.1471 0.170
H 1.7530 1.8870 -4.8265 0.192
H 0.2704 3.0295 -1.7093 0.201
H -1.1729 2.0327 -1.9247 0.189
H 1.6317 1.0087 -1.2722 0.191
H 0.2523 1.0408 -0.1721 0.230
H -1.0160 -0.4353 -1.6568 0.192
H 2.5548 -0.9555 -1.1300 0.200
H 2.1293 -2.4507 -1.9937 0.163
H 2.2825 -2.4417 -0.2252 0.196
H 0.2492 -3.4333 -0.2833 0.192
H -0.5144 -3.0821 -1.8404 0.169
H -2.0559 -3.3418 0.1865 0.217
H -2.3299 -1.8961 -0.7793 0.204
H -2.5404 0.1508 0.3812 0.207
H -2.0781 1.5432 2.3619 0.224
H 1.1474 0.6072 5.0957 0.178
H 0.0816 1.6844 6.0317 0.186
H -0.1965 -0.0751 6.0446 0.182
H 0.2324 -3.7268 4.1872 0.175
H 1.5609 -3.0499 5.1592 0.198
H 1.6561 -3.0041 3.3812 0.176
H -0.2330 -2.9801 2.0959 0.204
H 1.5042 -0.4838 -3.3753 0.198
H 0.0588 -1.4694 -3.6474 0.207
H -0.0078 0.5982 -5.0420 0.198
H -1.3178 0.5853 -3.8533 0.186
```

Output
multiplicity: 1
energy relative to the best compared isomer or geometry (same formula, charge and spin): 273.7 kJ/mol
SMILES: CCCN1CCC(N(C)CCc2ccc(OC)c(OC)c2)CC1
charge: 0
highest occupied orbital energy: -7.77 eV
Kohn-Sham gap: 8.516 eV


(2)
Computed, not measured: a molecular structure, C50H55As2BrN3O2P2Sc, with ωB97M-V/def2-TZVPD.

XYZ file:
```
116
Properties=species:S:1:pos:R:3:lowdin_charge:R:1
Sc -0.2239 -0.0588 0.9190 0.620
C 3.8097 -0.5418 0.2372 -0.430
C 3.8279 0.0606 1.5971 -0.395
As 2.1765 -0.3702 2.5487 1.259
C 2.5869 0.2354 4.3090 -0.418
C 3.9097 0.4312 4.6938 -0.096
C 4.2124 0.8769 5.9911 -0.029
C 3.1302 1.1439 6.8555 -0.050
C 1.8242 1.0341 6.4160 -0.073
C 1.5380 0.5713 5.1549 -0.132
C 2.2018 -2.2698 2.6131 -0.401
C 1.5840 -3.0650 1.6541 -0.119
C 1.6116 -4.4653 1.7575 -0.059
C 2.2195 -5.0421 2.8447 -0.065
C 2.8494 -4.2520 3.7935 -0.043
C 2.8440 -2.8641 3.6738 -0.085
As 2.3004 -0.0180 -0.8720 1.256
C 2.7356 1.8507 -1.1042 -0.391
C 1.9441 2.8643 -0.5750 -0.182
C 2.3202 4.1958 -0.6457 -0.080
C 3.4809 4.5131 -1.3089 -0.056
C 4.3113 3.5159 -1.8107 -0.038
C 3.9517 2.1766 -1.6782 -0.090
C 2.9226 -0.9092 -2.4661 -0.418
C 3.5594 -2.1381 -2.4196 -0.116
C 4.0448 -2.6917 -3.6036 -0.057
C 3.8782 -2.0350 -4.8057 -0.055
C 3.1362 -0.8633 -4.8572 -0.052
C 2.6531 -0.3077 -3.6847 -0.137
H 3.7709 -1.6250 0.2449 0.056
H 4.6538 -0.2098 -0.3660 0.086
H 3.8975 1.1361 1.5322 0.077
H 4.6942 -0.3071 2.1502 0.082
H 4.7180 0.1755 4.0280 0.089
H 5.2402 0.9519 6.3536 0.119
H 3.3027 1.4857 7.8657 0.113
H 1.0361 1.3182 7.0950 0.112
H 0.5094 0.4263 4.8082 0.091
H 1.1330 -2.5918 0.7758 0.040
H 1.1636 -5.0984 1.0148 0.103
H 2.1812 -6.1214 2.9683 0.121
H 3.2517 -4.7260 4.6949 0.123
H 3.2958 -2.2452 4.4379 0.100
H 1.0044 2.6080 -0.0788 0.012
H 1.7298 4.9561 -0.1748 0.103
H 3.8046 5.5355 -1.4317 0.117
H 5.2404 3.8270 -2.2489 0.113
H 4.6027 1.3930 -2.0177 0.105
H 3.7136 -2.6688 -1.4766 0.106
H 4.5166 -3.6761 -3.5532 0.121
H 4.2876 -2.4554 -5.7053 0.113
H 2.9728 -0.3870 -5.7998 0.111
H 2.1095 0.6236 -3.7314 0.100
Br 0.9772 3.2168 2.7304 0.902
C -0.5920 2.4350 3.4573 -0.699
C -1.2643 3.0388 4.4893 -0.062
C -2.4257 2.4300 4.9804 0.017
C -2.7926 1.1921 4.4786 0.040
C -2.0213 0.6485 3.4747 -0.188
N -0.9809 1.2764 2.8891 0.016
C -2.3642 -0.6951 2.8726 -0.519
O -3.2823 -1.3484 3.2105 0.189
O -1.4872 -1.0030 1.9205 -0.223
H -0.8871 3.9606 4.8847 0.115
H -2.9992 2.9656 5.7214 0.130
H -3.6362 0.6455 4.8708 0.139
C -0.7470 1.9716 -2.5440 -0.202
P -1.6878 1.5495 -1.0066 0.997
C -3.0009 0.4898 -1.7669 -0.386
N -3.9580 1.0691 -2.4626 0.148
C -4.9802 0.3232 -2.9368 -0.199
C -5.9996 0.9244 -3.6960 0.003
C -7.0909 0.1724 -4.0865 -0.036
C -7.1458 -1.2018 -3.7653 -0.048
C -6.1286 -1.8254 -3.0932 0.008
C -4.9949 -1.0727 -2.6921 -0.197
N -3.9945 -1.6706 -2.0211 0.153
C -2.9921 -0.9182 -1.6252 -0.385
P -1.5049 -1.7747 -0.9482 1.004
C -2.3062 -3.1137 0.0112 -0.211
C -0.7145 -2.6513 -2.3677 -0.681
C -1.5930 -3.7695 -2.9737 -0.062
C -0.3590 -1.6326 -3.4488 -0.082
C 0.5599 -3.3003 -1.7654 -0.097
C -2.4961 3.0954 -0.5489 -0.713
C -3.6250 2.7420 0.4474 -0.067
C -1.3966 3.8941 0.1863 -0.117
C -3.0552 3.9374 -1.7042 -0.065
H -1.5089 2.2121 -3.2939 0.061
H -0.1087 1.1634 -2.8707 0.005
H -0.1898 2.8871 -2.4408 0.040
H -5.9163 1.9850 -3.9606 0.125
H -7.8712 0.5836 -4.7207 0.119
H -7.9988 -1.7679 -4.1076 0.115
H -6.1419 -2.8914 -2.8597 0.126
H -2.8604 -3.7842 -0.6188 0.043
H -2.9910 -2.7235 0.7659 0.050
H -1.5598 -3.7166 0.5212 0.048
H -2.6463 -3.4482 -3.0825 0.080
H -1.5506 -4.6594 -2.3760 0.077
H -1.1758 -3.9998 -3.9407 0.087
H -1.2212 -1.1808 -3.9374 0.094
H 0.1900 -2.1650 -4.2179 0.094
H 0.3125 -0.8468 -3.0282 0.033
H 0.3143 -4.0402 -1.0245 0.062
H 1.2249 -2.5407 -1.3169 0.013
H 1.1168 -3.8013 -2.5419 0.097
H -3.3133 2.1037 1.2767 0.065
H -4.4603 2.2656 -0.0809 0.086
H -3.9870 3.6779 0.8637 0.093
H -0.8269 3.2707 0.8979 -0.023
H -1.8486 4.6684 0.7976 0.098
H -0.6947 4.3646 -0.4965 0.077
H -3.8381 3.4461 -2.2373 0.054
H -2.2576 4.1449 -2.4345 0.083
H -3.3955 4.8893 -1.3198 0.095
```

Output
multiplicity: 1
energy relative to the best compared isomer or geometry (same formula, charge and spin): 0.0 kJ/mol
charge: +2
highest occupied orbital energy: -13.30 eV
Kohn-Sham gap: 7.678 eV


(3)
Computed, not measured: a molecular structure, C11H10ClNOPb, with ωB97M-V/def2-TZVPD.

XYZ file:
```
25
Properties=species:S:1:pos:R:3:nbo_charge:R:1
C 0.8604 -2.3182 0.5356 -0.347
C 0.9336 -1.9579 -0.8426 -0.384
C -0.3709 -2.1285 -1.4128 -0.390
H 1.8197 -1.5919 -1.3595 0.198
C -1.2476 -2.5858 -0.3775 -0.368
C -0.4906 -2.6899 0.8244 -0.354
H -0.8707 -2.9915 1.7976 0.173
H 1.6899 -2.3058 1.2388 0.181
H -0.6501 -1.9408 -2.4495 0.183
H -2.3045 -2.8161 -0.4943 0.170
Pb 0.0926 1.0624 -1.6959 1.255
Cl 2.5172 1.6124 -1.1005 -0.752
C 0.0834 2.8238 -3.4508 -0.417
C -1.1642 2.1383 -3.6993 -0.364
C -0.8605 0.8186 -4.1741 -0.350
H -2.1579 2.5870 -3.6515 0.212
C 0.5683 0.6751 -4.2256 -0.367
C 1.1558 1.9171 -3.8067 -0.331
H 2.2168 2.1554 -3.8093 0.241
H 0.1995 3.8844 -3.2216 0.224
H -1.5843 0.0963 -4.5515 0.213
H 1.1109 -0.1928 -4.6030 0.222
O -0.3192 0.7946 2.5974 -0.674
C -0.5106 1.2453 1.5065 0.749
N -0.7170 1.7087 0.4088 -0.923
```

Output
multiplicity: 1
energy relative to the best compared isomer or geometry (same formula, charge and spin): 12.8 kJ/mol
charge: -2
highest occupied orbital energy: -0.01 eV
Kohn-Sham gap: 5.832 eV


(4)
Computed, not measured: C4H11BrSi2 in the gas phase, with ωB97M-V/def2-TZVPD.

XYZ file:
```
18
Properties=species:S:1:pos:R:3:nbo_charge:R:1
C -2.8188 -2.4160 -0.3815 -1.139
Si -2.2884 -0.7681 0.0250 1.311
Br -3.5295 1.0362 0.0856 -0.253
C -0.4209 -0.6738 0.6343 -1.304
Si 0.9165 0.4020 -0.2900 1.352
C 2.9178 0.3635 0.0334 -1.026
C 0.2306 2.1269 -0.1681 -1.115
H -3.7347 -2.9180 -0.2950 0.226
H -1.9605 -3.1524 -0.4531 0.236
H 0.0588 -1.6311 0.5138 0.260
H -0.2877 -0.4480 1.6864 0.257
H 0.8071 -0.1903 -1.6144 -0.212
H 3.5319 1.1046 -0.2498 0.229
H 3.1523 0.2565 1.1177 0.225
H 3.3705 -0.5646 -0.2222 0.231
H 0.5535 2.5944 0.7096 0.236
H 0.3339 2.8512 -0.9721 0.249
H -0.8324 2.0272 -0.1596 0.236
```

Output
multiplicity: 1
energy relative to the best compared isomer or geometry (same formula, charge and spin): 244.1 kJ/mol
SMILES: C=[Si](Br)C[SiH](C)C
charge: 0
highest occupied orbital energy: -8.12 eV
Kohn-Sham gap: 8.402 eV